Entry 1:
This record from the OMol25 dataset describes an isolated ion of composition C9H13N2 and charge +1 in a non-equilibrium geometry. The level of theory is ωB97M-V with the def2-TZVPD basis set.

Cartesian coordinates (Å):
C1 0.162 -1.818 -0.095
C2 -3.084 -0.383 0.647
C3 -1.480 1.485 -0.096
C4 1.025 1.025 -0.096
C5 1.549 -1.375 0.008
C6 -2.703 0.559 -0.430
C7 2.008 -0.120 -0.078
C8 -0.782 -0.745 -0.229
C9 3.451 0.296 -0.015
N1 -2.157 -0.796 -0.365
N2 -0.375 0.540 -0.132
H1 0.125 -2.435 -1.053
H2 -0.102 -2.621 0.685
H3 -2.874 -0.267 1.656
H4 -4.105 -0.910 0.521
H5 -1.433 2.242 -0.922
H6 -1.486 1.679 0.978
H7 1.091 1.632 0.730
H8 1.154 1.810 -0.893
H9 2.229 -2.151 0.120
H10 -3.554 0.896 -1.001
H11 3.916 0.307 -0.985
H12 4.097 -0.254 0.757
H13 3.328 1.405 0.289

Cartesian forces (eV/Å) of the 6 atoms listed first:
-0.5 -3.1 -0.8
-3.3 -1.3 -0.9
-1.5 -1.0 -0.8
-0.8 -0.8 -2.5
0.6 2.2 0.1
0.8 0.9 2.3

* SMILES string: CC1=CCC2=[N+](C1)C[C@@H]1CN21
* highest occupied orbital energy: -13.161 eV
* gap between HOMO and LUMO: 0.338 hartree
* net charge: +1

Entry 2:
This record from the OMol25 dataset describes C7H9N4S as an isolated structure in a non-equilibrium geometry. The level of theory is ωB97M-V with the def2-TZVPD basis set.

Cartesian coordinates (Å):
C1 -1.537 0.265 -0.891
C2 0.126 0.488 0.501
C3 0.437 -0.481 -0.380
C4 2.451 -1.164 0.411
C5 1.503 0.575 1.918
C6 -0.832 -1.718 -2.184
C7 -1.732 2.149 0.744
N1 1.592 -1.210 -0.513
N2 -0.654 -0.682 -1.207
N3 -1.093 1.023 0.085
N4 2.332 -0.409 1.533
S1 1.507 1.601 3.060
H1 -2.355 0.646 -1.470
H2 3.330 -1.707 0.466
H3 -1.145 -1.289 -3.186
H4 0.100 -2.341 -2.252
H5 -1.560 -2.384 -1.646
H6 -2.743 2.130 0.593
H7 -1.610 2.178 1.882
H8 -1.240 3.025 0.311
H9 3.122 -0.693 2.224

Cartesian forces (eV/Å) of the 6 atoms listed first:
-0.3 0.7 -0.9
2.7 0.6 2.1
0.4 -0.9 0.1
-2.2 1.2 -0.1
-3.2 -0.7 -4.3
-0.3 -1.6 -0.3

* highest occupied orbital energy: -12.658 eV
* gap between HOMO and LUMO: 0.328 hartree
* net charge: +1

Entry 3:
This record from the OMol25 dataset describes a 3-piece molecular cluster, C6H18O3 overall in a non-equilibrium geometry. The level of theory is ωB97M-V with the def2-TZVPD basis set.

Cartesian coordinates (Å):
C1 26.548 16.865 -6.190
C2 25.187 16.711 -6.933
O1 24.446 15.663 -6.378
H1 26.348 17.218 -5.179
H2 26.994 17.753 -6.640
H3 27.241 16.025 -6.227
H4 25.405 16.420 -7.961
H5 24.654 17.662 -6.964
H6 24.027 15.250 -7.137
C3 26.570 8.976 -3.698
C4 27.397 7.777 -3.332
O2 26.615 6.518 -3.262
H7 27.206 9.692 -4.219
H8 25.993 9.365 -2.859
H9 25.825 8.768 -4.465
H10 27.831 8.028 -2.364
H11 28.256 7.583 -3.975
H12 26.503 6.306 -2.332
C5 19.859 6.908 -2.265
C6 20.038 5.937 -3.479
O3 19.049 6.197 -4.439
H13 20.712 6.923 -1.587
H14 18.996 6.636 -1.658
H15 19.629 7.917 -2.607
H16 19.945 4.914 -3.117
H17 21.005 6.130 -3.942
H18 18.287 5.663 -4.200

Cartesian forces (eV/Å) of the 6 atoms listed first:
-1.3 1.3 -0.4
2.0 -0.4 -0.1
-0.7 -0.4 0.2
0.1 -0.5 0.3
0.5 -0.1 -0.2
-0.4 0.0 0.0

* SMILES string: CCO.CCO.CCO
* highest occupied orbital energy: -10.186 eV
* gap between HOMO and LUMO: 0.405 hartree
* net charge: 0

Entry 4:
This record from the OMol25 dataset describes C23H40IrNO2P3 as an isolated structure in a non-equilibrium geometry. The level of theory is ωB97M-V with the def2-TZVPD basis set.

Cartesian coordinates (Å):
P1 2.791 -0.635 -0.380
C1 3.752 -0.814 1.162
H1 4.813 -0.720 0.894
H2 3.555 -1.800 1.603
H3 3.461 -0.023 1.866
C2 3.392 -2.076 -1.326
H4 3.239 -1.949 -2.402
H5 2.814 -2.949 -0.994
H6 4.455 -2.218 -1.096
C3 3.740 0.741 -1.132
H7 4.790 0.432 -1.210
H8 3.657 1.622 -0.484
H9 3.349 1.007 -2.121
P2 -0.888 3.092 -1.059
C4 -0.920 3.932 0.544
H10 -1.369 4.925 0.393
H11 0.105 4.043 0.925
H12 -1.520 3.356 1.261
C5 0.307 4.050 -2.038
H13 0.308 3.745 -3.089
H14 1.311 3.892 -1.621
H15 0.045 5.112 -1.955
C6 -2.573 3.261 -1.727
H16 -2.722 4.304 -2.030
H17 -3.289 2.997 -0.938
H18 -2.740 2.598 -2.582
P3 -2.183 -1.946 -0.276
C7 -3.105 -2.440 1.208
H19 -3.787 -3.244 0.898
H20 -3.677 -1.581 1.584
H21 -2.416 -2.792 1.987
C8 -3.554 -1.800 -1.467
H22 -4.269 -2.606 -1.260
H23 -3.214 -1.853 -2.505
H24 -4.045 -0.829 -1.316
C9 -1.274 -3.456 -0.726
H25 -2.003 -4.258 -0.899
H26 -0.605 -3.733 0.101
H27 -0.663 -3.304 -1.621
Ir1 -0.328 0.680 -1.355
C10 0.683 1.005 0.183
O1 1.101 1.362 1.223
C11 -1.677 0.521 -0.023
O2 -2.392 0.790 0.874
C12 -1.392 0.024 -3.204
C13 -0.750 -1.228 -3.171
C14 0.629 -1.303 -3.136
C15 1.394 -0.161 -3.295
C16 0.781 1.094 -3.338
C17 -0.628 1.189 -3.470
H28 -2.476 0.087 -3.235
H29 -1.334 -2.143 -3.267
H30 1.117 -2.275 -3.083
H31 2.464 -0.243 -3.490
H32 1.394 1.982 -3.473
H33 -1.117 2.125 -3.720
N1 0.417 -1.549 2.387
C18 0.296 -1.046 3.648
C19 1.436 -1.004 4.489
C20 1.346 -0.430 5.756
C21 0.113 0.045 6.228
C22 -1.030 -0.036 5.419
C23 -0.949 -0.568 4.134
H34 1.284 -1.965 2.068
H35 -0.306 -1.441 1.685
H36 2.379 -1.407 4.109
H37 2.245 -0.370 6.371
H38 0.050 0.484 7.226
H39 -1.992 0.315 5.797
H40 -1.827 -0.620 3.487

Cartesian forces (eV/Å) of the 6 atoms listed first:
3.8 -0.4 -0.9
-1.2 0.0 0.8
-0.2 0.0 0.0
0.3 0.2 0.0
0.3 -0.2 -0.1
-1.2 -0.4 -0.1

* spin multiplicity: 6
* highest occupied orbital energy (spin up / spin down): -18.128 / -20.752 eV
* gap between HOMO and LUMO (spin up / spin down): 0.238 / 0.212 hartree
* net charge: +4

Entry 5:
This record from the OMol25 dataset describes C60H64GeN4O6Pb as an isolated structure in a non-equilibrium geometry. The level of theory is ωB97M-V with the def2-TZVPD basis set.

Cartesian coordinates (Å):
Pb1 0.343 0.700 -0.363
O1 -0.363 2.177 4.166
C1 -0.121 2.392 2.830
O2 -0.674 1.640 2.023
C2 0.720 3.491 2.540
C3 1.425 4.185 3.517
C4 2.439 5.055 3.176
C5 2.828 5.102 1.831
C6 2.114 4.462 0.847
N1 0.858 3.881 1.179
C7 2.521 4.444 -0.554
O3 3.332 5.506 -0.922
O4 2.226 3.638 -1.399
H1 -0.955 1.410 4.203
H2 1.193 3.968 4.549
H3 2.988 5.596 3.932
H4 3.765 5.586 1.585
H5 3.323 6.183 -0.235
C8 4.414 -5.602 -0.120
C9 4.706 -4.559 -1.209
C10 4.040 -4.994 -2.523
C11 6.222 -4.539 -1.450
C12 4.162 -3.205 -0.762
C13 2.787 -3.022 -0.650
C14 2.233 -1.832 -0.197
N2 0.895 -1.563 -0.077
C15 -0.133 -2.433 0.135
C16 -0.027 -3.808 0.379
C17 -1.143 -4.614 0.528
C18 -2.394 -4.005 0.594
C19 -2.562 -2.636 0.479
C20 -1.445 -1.831 0.161
O5 -1.583 -0.564 -0.080
C21 -3.901 -1.953 0.752
C22 -5.007 -2.941 1.142
C23 -3.692 -0.991 1.929
C24 -4.379 -1.165 -0.474
C25 -1.057 -6.135 0.589
C26 0.374 -6.664 0.458
C27 -1.623 -6.651 1.920
C28 -1.876 -6.727 -0.570
C29 3.105 -0.702 0.071
O6 2.577 0.417 0.433
C30 4.494 -0.874 -0.101
C31 4.979 -2.127 -0.466
C32 5.511 0.270 -0.024
C33 6.176 0.395 -1.407
C34 6.580 -0.037 1.041
C35 4.914 1.643 0.300
H6 4.769 -6.588 -0.428
H7 3.347 -5.664 0.075
H8 4.914 -5.321 0.805
H9 4.496 -5.915 -2.890
H10 4.157 -4.219 -3.279
H11 2.977 -5.175 -2.389
H12 6.558 -5.522 -1.786
H13 6.756 -4.294 -0.535
H14 6.476 -3.809 -2.215
H15 2.127 -3.803 -0.988
H16 0.953 -4.240 0.473
H17 -3.265 -4.622 0.753
H18 -4.729 -3.504 2.031
H19 -5.218 -3.635 0.330
H20 -5.923 -2.394 1.364
H21 -3.347 -1.546 2.802
H22 -4.614 -0.471 2.187
H23 -2.941 -0.252 1.668
H24 -4.565 -1.838 -1.310
H25 -3.615 -0.451 -0.761
H26 -5.296 -0.621 -0.243
H27 1.001 -6.309 1.273
H28 0.816 -6.362 -0.489
H29 0.362 -7.754 0.491
H30 -1.038 -6.262 2.751
H31 -1.591 -7.741 1.952
H32 -2.653 -6.334 2.055
H33 -1.519 -6.341 -1.522
H34 -2.928 -6.471 -0.479
H35 -1.786 -7.815 -0.579
H36 6.047 -2.234 -0.567
H37 6.718 -0.509 -1.677
H38 6.877 1.232 -1.420
H39 5.408 0.574 -2.158
H40 7.091 -0.977 0.834
H41 6.110 -0.106 2.021
H42 7.326 0.759 1.069
H43 4.173 1.924 -0.442
H44 5.715 2.388 0.305
H45 4.427 1.641 1.270
N3 -1.332 -4.440 -4.503
C36 -1.131 -3.317 -4.313
C37 -0.904 -1.947 -4.157
C38 -1.369 -1.022 -5.125
C39 -1.092 0.314 -4.937
C40 -0.383 0.713 -3.811
N4 0.034 -0.156 -2.880
C41 -0.210 -1.435 -3.049
H46 -1.928 -1.378 -5.978
H47 -1.419 1.052 -5.657
H48 -0.141 1.748 -3.629
H49 0.151 -2.099 -2.279
C42 -0.033 3.859 0.244
Ge1 -1.974 3.782 0.579
C43 -3.671 2.927 1.327
C44 -4.800 2.870 0.523
C45 -6.021 2.449 1.020
C46 -6.131 2.065 2.345
C47 -5.012 2.093 3.159
C48 -3.798 2.521 2.647
C49 -2.524 4.050 -1.324
C50 -2.637 2.931 -2.142
C51 -2.945 3.044 -3.485
C52 -3.132 4.294 -4.050
C53 -3.015 5.419 -3.254
C54 -2.717 5.292 -1.908
C55 -2.049 5.574 1.505
C56 -2.789 5.796 2.662
C57 -2.632 6.943 3.420
C58 -1.723 7.911 3.026
C59 -0.976 7.715 1.876
C60 -1.142 6.562 1.132
H50 -4.723 3.168 -0.512
H51 -6.889 2.415 0.371
H52 -7.085 1.741 2.740
H53 -5.089 1.772 4.193
H54 -2.933 2.548 3.290
H55 -2.480 1.953 -1.710
H56 -3.032 2.154 -4.094
H57 -3.364 4.387 -5.105
H58 -3.152 6.399 -3.691
H59 -2.631 6.177 -1.295
H60 -3.487 5.038 2.990
H61 -3.201 7.076 4.335
H62 -1.590 8.806 3.621
H63 -0.248 8.459 1.572
H64 -0.533 6.394 0.256

Cartesian forces (eV/Å) of the 6 atoms listed first:
0.4 -0.6 0.6
0.2 0.2 0.0
-0.5 -0.6 0.1
0.2 -0.1 0.4
0.0 -0.2 0.9
0.1 0.1 -0.3

* highest occupied orbital energy: -0.771 eV
* gap between HOMO and LUMO: 0.169 hartree
* net charge: -2

Entry 6:
This record from the OMol25 dataset describes a 40-piece molecular cluster, H80O40 overall in a non-equilibrium geometry. The level of theory is ωB97M-V with the def2-TZVPD basis set.

Cartesian coordinates (Å):
H1 -4.849 -1.521 0.501
H2 -4.052 -0.291 0.355
O1 -4.767 -0.634 0.899
H3 -6.017 -1.781 2.626
H4 -5.208 -0.394 3.137
O2 -5.414 -1.321 3.191
H5 -0.204 -0.735 -5.481
H6 0.478 -1.343 -4.371
O3 0.147 -1.603 -5.223
H7 -1.218 1.799 -4.451
H8 -2.422 1.215 -4.721
O4 -1.518 0.894 -4.625
H9 -2.016 -5.525 1.025
H10 -3.144 -4.764 0.528
O5 -2.947 -5.666 0.802
H11 1.057 2.672 -0.382
O6 1.910 2.228 -0.477
H12 2.586 3.981 -1.299
O7 2.541 4.189 -2.252
H13 -1.094 1.356 4.662
H14 -0.404 1.432 3.463
O8 -0.653 2.071 4.172
H15 2.812 -4.918 -0.068
H16 2.494 -5.234 -1.451
O9 2.735 -5.693 -0.635
H17 -3.864 4.627 -2.406
H18 -3.718 3.097 -2.221
O10 -4.290 3.788 -2.564
H19 -0.943 3.387 1.363
H20 -0.103 4.124 2.470
O11 -0.904 4.142 1.951
H21 2.231 1.512 -2.981
O12 1.592 0.791 -2.860
H22 -0.861 -0.667 2.570
H23 -1.789 -2.081 2.498
O13 -0.984 -1.589 2.353
H24 -1.483 4.558 -4.190
H25 -1.016 3.338 -3.021
O14 -1.342 4.185 -3.334
H26 3.036 -1.262 3.093
H27 2.986 -2.424 4.133
O15 3.522 -1.711 3.792
H28 -1.595 -2.512 -2.395
H29 -1.553 -2.607 -4.023
O16 -1.506 -2.068 -3.234
H30 0.456 -1.312 -2.294
H31 1.471 -1.944 -1.531
O17 0.625 -1.507 -1.363
H32 4.542 -2.407 -1.285
H33 5.291 -2.848 -0.065
O18 5.192 -3.057 -0.998
H34 1.748 3.857 3.650
O19 1.470 4.757 3.898
H35 -3.834 -2.717 4.284
H36 -3.937 -3.103 2.910
O20 -3.682 -3.497 3.740
H37 2.243 -2.477 0.529
O21 2.016 -1.849 1.214
H38 -2.594 -3.852 -1.221
H39 -2.999 -5.380 -1.077
O22 -3.256 -4.509 -1.450
H40 0.065 -3.087 1.633
H41 0.910 -4.205 1.609
O23 0.014 -4.018 1.328
H42 -2.678 3.000 0.894
H43 -1.905 1.663 0.548
O24 -2.719 2.041 0.898
H44 -0.829 1.185 -2.721
H45 -1.577 0.928 -1.505
O25 -1.411 1.661 -2.125
H46 3.662 0.309 0.590
H47 4.455 0.114 1.774
O26 4.274 -0.352 0.944
H48 1.802 2.819 -4.980
H49 1.888 3.292 -3.595
O27 1.225 3.224 -4.323
H50 -4.922 -2.915 -1.505
H51 -5.812 -1.971 -1.875
O28 -4.998 -1.951 -1.339
H52 -0.282 -0.496 -0.225
H53 -1.491 -0.589 0.642
O29 -1.137 -0.037 -0.066
H54 2.560 2.003 4.971
H55 0.967 1.903 4.849
O30 1.730 2.072 5.441
H56 2.729 3.596 1.067
H57 3.346 2.517 1.611
O31 2.686 3.153 1.930
H58 1.334 1.098 -6.339
O32 1.202 0.673 -5.483
H59 -2.775 5.028 -1.486
H60 -1.519 5.901 -1.514
O33 -2.337 5.769 -1.057
H61 1.053 4.408 4.698
H62 1.602 1.496 -1.048
H63 2.116 -0.954 0.905
H64 1.761 4.698 -2.399
H65 1.256 1.009 -3.776
H66 1.703 -0.142 -5.650
O34 3.644 -1.400 -3.620
H67 3.490 -2.340 -3.425
H68 4.577 -1.370 -3.367
O35 4.178 0.650 3.734
H69 4.984 1.168 3.800
H70 4.279 -0.144 4.305
O36 1.220 0.718 2.523
H71 1.753 0.759 3.324
H72 1.361 1.524 2.024
O37 -2.302 -1.262 4.719
H73 -2.825 -1.631 5.442
H74 -1.627 -1.959 4.726
O38 -0.915 -4.698 4.408
H75 -1.817 -4.594 4.737
H76 -1.067 -4.623 3.456
O39 2.296 -3.854 -4.320
H77 1.706 -3.328 -4.883
H78 1.995 -4.743 -4.539
O40 2.430 5.248 -0.136
H79 2.142 5.570 0.721
H80 3.172 5.675 -0.548

Cartesian forces (eV/Å) of the 6 atoms listed first:
-0.4 0.6 0.1
-0.1 0.6 -0.1
0.7 -0.4 -0.4
-0.5 1.1 -0.8
-0.7 0.1 -1.3
0.9 -1.5 2.9

* highest occupied orbital energy: -10.412 eV
* gap between HOMO and LUMO: 0.362 hartree
* net charge: 0

- The lowest net charge belongs to which entry?
  C60H64GeN4O6Pb

- Look up the net charge of the first one.
  +1

- net charge of number 2 (C7H9N4S)?
  +1